1.
DFT (ωB97M-V/def2-TZVPD) results for C26H42N4O2PPdS4 as an isolated structure in a non-equilibrium geometry.

Atoms and positions in Å:
Pd 0.042 0.444 -0.138
N 3.224 -0.247 -1.998
C 3.276 -0.227 -0.675
N 2.228 -0.175 0.120
C 2.602 -0.174 1.446
C 3.969 -0.232 1.654
S 4.816 -0.284 0.190
C 1.589 -0.149 2.444
C 1.756 -0.239 3.823
S 0.267 -0.269 4.628
C -0.550 -0.148 3.065
N 0.283 -0.088 2.048
N -1.862 -0.119 2.930
H 2.333 -0.327 -2.462
H 4.061 -0.304 -2.558
H 4.495 -0.258 2.597
H 2.686 -0.304 4.369
H -2.475 -0.239 3.722
H -2.241 -0.139 1.981
C 0.170 6.406 0.436
O 0.577 5.029 0.657
C 0.514 4.185 -0.299
S 0.017 4.402 -1.867
S 1.221 2.629 -0.101
H 0.160 6.869 1.415
H -0.820 6.440 -0.019
H 0.893 6.905 -0.209
O -2.117 0.095 -0.050
P -3.030 0.470 -1.229
C -4.225 1.794 -0.703
C -4.871 1.410 0.648
C -5.187 2.649 1.492
C -3.906 3.395 1.888
C -2.849 3.332 0.770
C -3.540 3.172 -0.583
C -3.906 -1.024 -1.916
C -5.377 -1.223 -1.512
C -5.569 -2.215 -0.351
C -4.351 -2.274 0.564
C -3.124 -2.787 -0.192
C -3.093 -2.303 -1.655
C -1.901 1.229 -2.484
C -0.735 0.327 -2.942
C -1.075 -0.574 -4.131
C -1.601 0.276 -5.289
C -2.854 1.037 -4.866
C -2.563 1.947 -3.672
H -4.982 1.843 -1.490
H -4.179 0.795 1.228
H -5.782 0.834 0.497
H -5.741 2.352 2.381
H -5.847 3.304 0.920
H -3.497 2.989 2.816
H -4.158 4.436 2.095
H -2.163 2.492 0.930
H -2.240 4.240 0.783
H -2.861 3.369 -1.410
H -4.323 3.931 -0.653
H -3.883 -0.798 -2.984
H -5.905 -1.613 -2.384
H -5.856 -0.267 -1.297
H -5.730 -3.217 -0.755
H -6.467 -1.967 0.213
H -4.554 -2.905 1.430
H -4.151 -1.267 0.940
H -3.133 -3.878 -0.188
H -2.211 -2.484 0.323
H -3.541 -3.070 -2.291
H -2.057 -2.191 -1.982
H -1.449 1.997 -1.839
H -0.384 -0.309 -2.087
H 0.085 0.989 -3.247
H -1.833 -1.307 -3.857
H -0.188 -1.127 -4.447
H -1.823 -0.376 -6.134
H -0.833 0.984 -5.614
H -3.656 0.333 -4.636
H -3.206 1.654 -5.693
H -3.483 2.442 -3.352
H -1.877 2.732 -4.006

Atomic forces in eV per Å
-0.32 -0.42 0.78
0.04 0.01 0.13
0.26 -0.07 0.06
-0.49 0.24 -0.14
0.03 -0.08 0.12
0.07 -0.02 0.03
-0.23 0.00 -0.03
-0.10 -0.07 -0.19
-0.03 -0.04 0.30
0.14 0.00 -0.20
-0.52 0.03 0.25
0.38 0.34 -0.89
0.35 -0.13 0.05
0.01 0.03 -0.07
-0.04 -0.01 -0.04
0.00 0.02 -0.01
-0.03 0.00 0.03
-0.06 0.03 -0.04
-0.08 0.07 -0.06
-0.15 0.49 -0.15
0.01 -0.27 0.14
-0.32 0.34 -0.19
0.12 -0.16 0.20
0.22 -0.36 -0.11
0.00 -0.07 0.02
0.00 -0.11 0.06
0.07 -0.13 0.01
1.32 0.10 0.65
-1.05 0.22 -0.92
0.55 -0.32 -0.18
-0.12 0.17 0.26
0.07 -0.06 -0.15
-0.04 0.07 -0.01
-0.04 0.02 -0.02
-0.01 0.12 0.03
0.42 0.55 0.28
-0.25 -0.02 0.03
0.11 -0.17 0.03
0.00 0.11 -0.06
-0.06 -0.03 0.02
0.04 -0.09 0.03
-0.08 -0.15 0.29
-0.20 0.05 0.09
0.04 0.08 -0.12
-0.12 -0.13 0.13
0.21 0.10 -0.07
-0.20 -0.16 -0.04
-0.03 -0.05 0.01
-0.05 -0.10 0.00
0.08 -0.11 -0.02
-0.04 0.01 -0.01
-0.03 0.02 0.07
-0.01 -0.03 -0.01
0.04 -0.01 0.03
0.03 -0.01 0.03
-0.02 -0.01 -0.01
-0.03 0.01 -0.01
0.03 0.01 -0.09
0.01 -0.05 -0.01
0.05 0.05 -0.04
0.02 -0.03 0.02
-0.06 0.03 -0.01
-0.01 0.03 -0.03
0.00 0.02 0.01
0.00 0.04 0.11
0.01 0.01 -0.05
0.00 -0.01 0.02
0.06 0.02 -0.05
-0.03 -0.05 -0.05
-0.08 0.06 -0.03
0.06 0.01 -0.31
0.04 -0.02 0.11
0.05 -0.04 0.01
0.00 -0.04 0.06
0.03 0.05 -0.04
0.02 -0.02 -0.03
-0.04 0.01 -0.04
-0.08 -0.02 0.02
0.06 0.07 -0.02
-0.02 0.03 0.04

- multiplicity = 5
- orbital gap (spin up / spin down) (eV) = 8.054 / 5.279
- HOMO (spin up / spin down) (eV) = -17.041 / -17.021
- total charge = +3
- energy above the lowest of the compared OMol25 structures with the same formula, charge and spin (kJ/mol) = 0.00

2.
DFT (ωB97M-V/def2-TZVPD) results for C26H43F5P2Y as an isolated structure in a non-equilibrium geometry.

Atoms and positions in Å:
Y 1.653 -0.800 0.332
C -3.141 1.790 -1.716
C -3.193 0.524 -1.070
C -3.403 2.157 0.545
C -3.258 2.799 -0.717
C -3.378 0.749 0.323
C -2.989 2.034 -3.162
H -3.087 1.099 -3.724
H -2.008 2.473 -3.397
H -3.754 2.738 -3.518
C -3.208 4.254 -0.929
H -3.482 4.507 -1.959
H -2.195 4.646 -0.754
H -3.881 4.773 -0.238
C -3.522 2.835 1.840
H -4.147 3.734 1.756
H -2.538 3.153 2.221
H -3.968 2.168 2.588
C -3.509 -0.281 1.373
H -4.341 -0.040 2.048
H -2.597 -0.356 1.985
H -3.700 -1.264 0.926
C -3.087 -0.792 -1.726
H -4.077 -1.164 -2.040
H -2.651 -1.534 -1.046
H -2.455 -0.734 -2.621
C 3.732 -1.058 -0.412
C 2.876 -0.741 -1.461
C 2.279 -1.761 -2.416
C 0.888 -2.293 -1.964
C 0.804 -2.642 -0.494
C 1.880 -3.001 0.285
C 3.216 -3.551 -0.219
C 4.311 -2.455 -0.234
H 2.947 -2.616 -2.629
H 0.630 -3.146 -2.619
H 2.146 -1.277 -3.401
H 5.041 -2.664 -1.033
H 4.285 -0.251 0.094
H 2.734 0.315 -1.765
H 4.877 -2.502 0.708
H 3.547 -4.365 0.446
H 1.739 -3.175 1.368
H 3.144 -4.026 -1.198
H 0.138 -1.512 -2.177
H -0.223 -2.686 -0.081
P 2.169 2.976 -2.920
P -0.787 -1.773 4.600
C 1.043 -0.658 2.859
C 0.833 -1.938 3.628
H 0.126 -0.043 2.798
H 1.865 -0.055 3.280
H 0.719 -2.834 2.991
H 1.631 -2.124 4.369
C -0.180 -2.094 6.307
H -1.065 -2.113 6.963
H 0.484 -1.276 6.629
H 0.347 -3.060 6.364
C -1.517 -3.442 4.326
H -1.046 -4.192 4.974
H -1.440 -3.738 3.272
H -2.580 -3.352 4.589
C 3.994 2.715 -3.071
H 4.219 2.781 -4.145
H 4.371 1.770 -2.659
H 4.480 3.571 -2.575
C 1.396 1.659 -3.960
H 0.417 2.046 -4.269
H 1.267 0.692 -3.456
H 2.008 1.532 -4.865
F 2.820 2.238 -0.358
C 1.769 2.477 -1.242
F -0.013 0.071 -0.505
C 0.704 3.293 -0.644
F 1.063 4.610 -0.409
F -0.365 3.381 -1.526
F 0.197 2.818 0.534

Atomic forces in eV per Å
-6.11 9.95 7.06
0.13 -0.04 0.14
-0.07 0.36 0.39
0.16 -0.23 -0.33
0.10 0.07 0.09
0.20 0.11 -0.20
-0.03 -0.19 -0.39
0.01 0.27 0.03
-0.16 -0.04 0.18
0.17 -0.12 0.06
-0.15 0.34 -0.21
0.07 0.05 0.23
-0.16 -0.15 -0.02
0.09 -0.03 -0.14
-0.26 0.10 0.58
0.19 -0.17 0.06
-0.17 -0.08 -0.17
0.15 0.22 -0.10
-0.14 -0.37 -0.02
0.23 -0.07 -0.09
-0.15 0.11 -0.08
0.03 0.18 0.20
0.19 -0.45 -0.26
0.23 0.11 0.09
-0.14 0.17 -0.15
-0.19 -0.01 0.22
3.04 0.03 -3.55
4.42 -0.32 -2.51
-0.01 -0.23 -0.53
-0.10 0.25 -0.60
-0.04 -5.02 -0.68
-1.49 -5.05 -1.32
0.52 0.35 0.00
0.01 -0.14 0.49
-0.09 0.53 0.44
0.04 0.08 0.51
-0.05 -0.02 0.55
-0.25 0.17 0.20
-0.47 0.01 -0.15
-0.31 -0.36 0.66
-0.19 0.13 -0.26
-0.39 0.37 0.02
-0.27 0.39 -0.45
-0.38 0.22 0.08
0.23 -0.31 0.22
0.72 0.69 0.23
-0.04 0.69 -0.04
0.60 -0.41 -0.22
1.10 0.36 -1.75
-0.68 -0.12 0.75
0.46 -0.12 0.01
-0.38 0.01 0.00
0.05 0.07 0.34
-0.19 -0.08 -0.48
-0.10 0.24 0.22
0.41 -0.03 -0.04
-0.23 -0.30 -0.02
-0.14 0.36 0.05
-0.39 0.02 0.09
-0.13 0.04 -0.31
-0.08 0.03 0.25
0.20 -0.33 -0.09
-0.22 0.02 0.06
0.06 -0.09 0.31
0.06 0.22 -0.09
-0.11 -0.45 -0.13
0.28 -0.27 -0.35
0.20 -0.24 0.08
-0.04 0.21 -0.05
-0.21 -0.03 0.04
0.86 -0.17 1.00
-1.27 -0.59 -0.80
0.10 -0.92 0.44
0.61 0.08 -0.52
-0.63 -0.35 0.46
0.53 -0.08 0.55
0.20 0.41 -0.27

- multiplicity = 1
- orbital gap (spin up / spin down) (eV) = 2.696 / 2.821
- HOMO (spin up / spin down) (eV) = -7.844 / -7.914
- total charge = +1
- energy above the lowest of the compared OMol25 structures with the same formula, charge and spin (kJ/mol) = 943.33